{
  "formula": "C30H42GeIrN7O6S2",
  "method": "the ωB97M-V functional and the def2-TZVPD basis",
  "orbital_gap_ha": [0.307, 0.187],
  "multiplicity": 2,
  "e_homo_ev": [-10.713, -10.713],
  "total_charge": 1,
  "species": ["Ir", "N", "C", "C", "C", "N", "H", "H", "H", "H", "H", "H", "H", "H", "H", "H", "C", "N", "C", "C", "O", "N", "C", "N", "H", "H", "H", "H", "H", "H", "H", "N", "H", "H", "H", "O", "C", "O", "C", "C", "Ge", "C", "C", "C", "C", "C", "C", "C", "C", "C", "C", "C", "C", "C", "C", "C", "C", "C", "C", "H", "H", "H", "H", "H", "H", "H", "H", "H", "H", "H", "H", "H", "H", "H", "H", "H", "H", "H", "C", "S", "O", "O", "O", "H", "H", "H", "S", "C", "N"],
  "coordinates": [[0.298, -0.097, -0.592], [0.081, 0.074, 1.477], [-0.699, -0.998, 2.145], [0.031, -2.325, 2.026], [0.076, -2.892, 0.620], [0.869, -2.072, -0.352], [1.012, 0.068, 1.889], [-0.331, 0.983, 1.671], [-1.683, -1.052, 1.682], [-0.827, -0.738, 3.198], [-0.510, -3.050, 2.634], [1.036, -2.247, 2.445], [-0.930, -2.994, 0.220], [0.512, -3.893, 0.630], [0.767, -2.542, -1.252], [1.843, -2.139, -0.065], [5.591, 1.865, -1.317], [4.475, 1.157, -0.722], [4.580, 0.328, 0.452], [3.151, -0.135, 0.619], [2.772, -0.880, 1.501], [2.378, 0.384, -0.397], [3.217, 1.135, -1.167], [2.866, 1.740, -2.294], [6.326, 2.062, -0.540], [5.268, 2.829, -1.708], [6.065, 1.284, -2.110], [4.905, 0.888, 1.329], [5.243, -0.528, 0.310], [1.932, 2.174, -2.345], [3.580, 2.283, -2.752], [0.417, -0.161, -2.693], [-0.229, -0.915, -2.967], [1.329, -0.334, -3.104], [0.075, 0.723, -3.065], [-1.652, -0.675, -0.690], [-2.057, -1.595, -1.512], [-1.323, -2.156, -2.332], [-3.528, -1.920, -1.413], [-3.914, -3.285, -1.984], [-3.630, -4.811, -0.764], [-4.042, -4.153, 1.035], [-5.271, -3.520, 1.239], [-5.608, -2.985, 2.473], [-4.718, -3.075, 3.535], [-3.494, -3.701, 3.352], [-3.161, -4.232, 2.111], [-1.802, -5.517, -0.829], [-1.381, -6.432, 0.140], [-0.094, -6.953, 0.126], [0.793, -6.582, -0.874], [0.380, -5.703, -1.867], [-0.907, -5.178, -1.844], [-4.847, -6.260, -1.217], [-4.735, -6.890, -2.457], [-5.589, -7.925, -2.808], [-6.567, -8.348, -1.917], [-6.686, -7.735, -0.680], [-5.831, -6.696, -0.332], [-4.045, -1.114, -1.945], [-3.828, -1.807, -0.371], [-3.403, -3.458, -2.932], [-4.984, -3.291, -2.201], [-5.980, -3.435, 0.422], [-6.563, -2.493, 2.605], [-4.981, -2.664, 4.501], [-2.802, -3.788, 4.183], [-2.205, -4.726, 1.989], [-2.070, -6.759, 0.912], [0.211, -7.662, 0.886], [1.793, -6.996, -0.895], [1.054, -5.444, -2.675], [-1.210, -4.484, -2.617], [-3.969, -6.578, -3.160], [-5.490, -8.405, -3.773], [-7.233, -9.156, -2.189], [-7.445, -8.065, 0.018], [-5.932, -6.229, 0.641], [-1.123, 4.313, -0.799], [0.067, 3.032, -0.980], [1.039, 3.139, 0.083], [0.591, 3.144, -2.339], [-0.731, 1.751, -0.882], [-0.575, 5.249, -0.879], [-1.592, 4.230, 0.177], [-1.860, 4.231, -1.593], [-2.929, 2.007, 1.587], [-4.118, 0.925, 1.299], [-4.979, 0.164, 1.098]],
  "lowdin_charge": [1.35, -0.07, -0.21, -0.16, -0.18, -0.05, 0.08, 0.05, 0.10, 0.13, 0.11, 0.11, 0.10, 0.12, 0.10, 0.09, 0.00, -0.08, -0.01, -0.45, 0.04, 0.02, -0.37, 0.22, 0.10, 0.10, 0.10, 0.15, 0.15, 0.04, 0.11, 0.01, 0.04, 0.08, 0.07, -0.19, -0.59, -0.02, -0.16, -0.23, 1.02, -0.27, -0.12, -0.09, -0.08, -0.09, -0.12, -0.27, -0.11, -0.08, -0.09, -0.10, -0.12, -0.27, -0.11, -0.09, -0.09, -0.08, -0.10, 0.13, 0.08, 0.07, 0.08, 0.11, 0.11, 0.10, 0.10, 0.08, 0.11, 0.11, 0.10, 0.10, 0.08, 0.10, 0.10, 0.10, 0.10, 0.09, -0.13, 0.44, -0.32, -0.34, -0.50, 0.08, 0.04, 0.08, 0.83, -0.78, 0.15]
}

***

{
  "formula": "C30H43AsBrF4NO2PSi3V",
  "method": "the ωB97M-V functional and the def2-TZVPD basis",
  "orbital_gap_ha": [0.261, 0.294],
  "multiplicity": 3,
  "e_homo_ev": [-14.239, -14.193],
  "total_charge": 2,
  "species": ["V", "N", "C", "C", "C", "O", "O", "H", "H", "H", "H", "H", "H", "F", "C", "C", "F", "C", "F", "C", "P", "C", "C", "C", "C", "C", "C", "C", "C", "C", "C", "C", "C", "C", "Br", "C", "F", "H", "H", "H", "H", "H", "H", "H", "H", "H", "H", "C", "Si", "C", "C", "As", "Si", "C", "C", "C", "Si", "C", "C", "C", "H", "H", "H", "H", "H", "H", "H", "H", "H", "H", "H", "H", "H", "H", "H", "H", "H", "H", "H", "H", "H", "H", "H", "H", "H", "H", "H"],
  "coordinates": [[-0.756, -0.023, -1.060], [-2.846, 0.649, -1.853], [-3.780, -0.430, -2.323], [-3.054, -1.504, -3.181], [-1.717, -1.457, -2.549], [-0.835, -0.670, -3.010], [-1.597, -1.808, -1.317], [-3.345, 1.206, -1.165], [-2.655, 1.276, -2.634], [-4.607, 0.002, -2.882], [-4.170, -0.912, -1.432], [-2.992, -1.232, -4.231], [-3.554, -2.461, -3.059], [4.141, 3.665, -4.710], [3.589, 2.700, -4.010], [4.224, 1.477, -3.881], [5.384, 1.272, -4.467], [3.627, 0.470, -3.135], [4.268, -0.689, -3.055], [2.403, 0.638, -2.501], [1.679, -0.700, -1.490], [2.870, -1.038, -0.174], [3.918, -1.943, -0.342], [4.834, -2.131, 0.681], [4.717, -1.416, 1.865], [3.670, -0.520, 2.039], [2.743, -0.343, 1.026], [1.642, -2.171, -2.533], [1.343, -3.388, -1.920], [1.229, -4.537, -2.686], [1.414, -4.476, -4.061], [1.704, -3.264, -4.673], [1.810, -2.109, -3.913], [1.789, 1.880, -2.666], [0.117, 2.311, -1.860], [2.359, 2.900, -3.398], [1.753, 4.072, -3.526], [4.023, -2.500, -1.263], [5.646, -2.833, 0.549], [5.441, -1.560, 2.656], [3.581, 0.031, 2.967], [1.908, 0.331, 1.165], [1.204, -3.443, -0.846], [1.005, -5.482, -2.208], [1.336, -5.376, -4.656], [1.851, -3.217, -5.743], [2.024, -1.168, -4.404], [0.024, -2.490, 1.643], [-0.742, -1.211, 2.758], [0.362, -0.685, 4.151], [-2.350, -1.896, 3.390], [-1.156, 0.770, 1.394], [-3.483, 1.248, 1.783], [-4.418, -0.274, 1.212], [-4.016, 2.739, 0.778], [-3.751, 1.645, 3.577], [-0.001, 2.783, 2.118], [-0.990, 4.190, 1.400], [1.757, 2.855, 1.496], [0.025, 2.883, 3.971], [0.108, -3.425, 2.207], [1.026, -2.222, 1.308], [-0.612, -2.696, 0.779], [0.686, -1.567, 4.710], [-0.172, -0.032, 4.844], [1.255, -0.167, 3.798], [-2.097, -2.687, 4.103], [-2.941, -2.354, 2.597], [-2.971, -1.175, 3.918], [-5.110, -0.016, 0.406], [-5.023, -0.670, 2.030], [-3.766, -1.076, 0.866], [-3.514, 2.881, -0.181], [-3.869, 3.659, 1.341], [-5.089, 2.650, 0.584], [-3.617, 0.791, 4.240], [-4.783, 1.993, 3.692], [-3.101, 2.450, 3.918], [-1.287, 4.043, 0.361], [-0.383, 5.099, 1.443], [-1.889, 4.375, 1.988], [1.906, 2.544, 0.462], [2.422, 2.269, 2.130], [2.078, 3.899, 1.575], [-0.967, 2.863, 4.421], [0.484, 3.841, 4.237], [0.629, 2.096, 4.420]],
  "lowdin_charge": [0.49, -0.01, -0.15, -0.03, -0.60, -0.09, -0.09, 0.05, 0.10, 0.14, 0.10, 0.14, 0.14, 0.19, -0.11, -0.12, 0.18, -0.21, 0.13, -0.27, 1.10, -0.36, -0.06, -0.04, -0.04, -0.06, -0.13, -0.37, -0.09, -0.05, -0.05, -0.04, -0.08, -0.49, 0.99, -0.25, 0.11, 0.11, 0.12, 0.12, 0.11, 0.04, 0.10, 0.12, 0.12, 0.12, 0.11, -0.20, 0.34, -0.20, -0.19, 0.82, 0.32, -0.21, -0.21, -0.19, 0.31, -0.21, -0.21, -0.19, 0.06, 0.01, 0.02, 0.05, 0.04, 0.01, 0.06, 0.03, 0.02, 0.03, 0.05, 0.01, 0.01, 0.03, 0.05, 0.03, 0.06, 0.02, 0.01, 0.05, 0.03, -0.01, 0.03, 0.06, 0.03, 0.06, 0.02]
}

***

Energy, respectively: -4980.694882 -8736.942531 Ha.
Energy relative to the best compared isomer or geometry (same formula, charge and spin), respectively: 0.000 0.000 eV.